{"formula": "C6H22N3Si2", "method": "ωB97M-V/def2-TZVPD", "elements": ["C", "C", "C", "C", "C", "C", "N", "N", "N", "Si", "Si", "H", "H", "H", "H", "H", "H", "H", "H", "H", "H", "H", "H", "H", "H", "H", "H", "H", "H", "H", "H", "H", "H"], "positions_angstrom": [[-0.6901, -0.6459, -2.1952], [-0.4413, 2.5477, -1.3562], [-2.7542, 0.8148, -0.3959], [2.4702, 1.5967, 1.6326], [2.6404, 0.1080, -0.8936], [-0.7305, -2.3707, 0.9419], [-2.0625, -2.2584, 1.0724], [0.0641, 0.2848, 0.5635], [-0.0686, -2.7216, 2.0461], [-0.8647, 0.7610, -0.9326], [1.8135, 0.1298, 0.7100], [-0.3161, -0.4782, -3.1617], [-0.0001, -1.3849, -1.7344], [-1.7200, -1.0335, -2.0877], [0.6410, 2.5710, -1.5729], [-1.0287, 2.8282, -2.2725], [-0.5416, 3.3382, -0.6254], [-3.1256, 1.8734, -0.2275], [-3.2905, 0.6194, -1.2770], [-3.1370, 0.1721, 0.4170], [2.6984, 2.4689, 0.9211], [1.8506, 1.9342, 2.5516], [3.4537, 1.3361, 2.0941], [2.5550, -0.8608, -1.4453], [2.0985, 0.7496, -1.5886], [3.6931, 0.4757, -0.9631], [2.1467, -1.1866, 1.3930], [-2.5862, -2.1404, 0.1532], [-2.5651, -2.1347, 1.9161], [-0.3970, 0.4836, 1.4179], [-0.1999, -2.2201, -0.0724], [-0.4884, -2.8291, 2.9790], [0.8831, -2.8286, 1.9926]], "forces_ev_per_angstrom": [[-0.160, -0.211, 2.715], [0.424, -0.614, -1.523], [0.946, 1.398, 0.724], [0.550, 1.188, 1.448], [0.506, -0.614, -2.430], [-0.769, -0.296, 1.490], [0.758, 0.244, -4.547], [0.452, -0.683, -2.204], [-2.219, 0.529, -0.679], [-0.749, 0.927, 2.434], [-0.442, 0.422, 1.132], [-0.067, 0.331, -1.400], [-0.308, 0.311, -0.357], [0.473, -0.223, -0.914], [-0.331, 0.063, -0.446], [0.719, -0.045, 0.668], [-0.561, -0.214, 0.529], [0.824, -1.046, 0.361], [-0.956, -0.854, -1.381], [0.311, 0.306, -0.367], [-0.638, -1.139, 1.083], [0.765, -0.339, -1.725], [-0.494, 0.120, -0.424], [0.408, 0.419, 0.624], [-0.115, 0.459, 0.010], [-0.767, -0.500, 0.436], [-0.176, 0.395, 0.000], [0.750, 0.011, 2.076], [-0.236, -0.118, 0.830], [-0.503, 0.400, 0.786], [-1.119, -0.588, 2.059], [0.064, 0.088, -0.959], [2.663, -0.128, -0.051]], "charge": 1, "multiplicity": 1, "homo_energy_ev": -12.5, "orbital_gap_ev": 9.1489, "lumo_ev": -3.3, "e_above_lowest_ev": 0.000}



{"formula": "C6H22NO5", "method": "ωB97M-V/def2-TZVPD", "elements": ["C", "O", "C", "C", "C", "C", "N", "C", "H", "H", "H", "H", "H", "H", "H", "H", "H", "H", "H", "H", "H", "H", "H", "H", "O", "H", "H", "O", "H", "H", "O", "H", "H", "O"], "positions_angstrom": [[1.2524, 1.6502, -0.8405], [0.9741, 0.5155, -1.5631], [0.3966, 1.5113, 0.4879], [1.2696, 1.5732, 1.7290], [2.2649, 0.4044, 1.9208], [1.7029, -0.9973, 1.6127], [0.4265, -1.2099, 2.3211], [-0.4763, -2.0984, 1.5385], [0.9608, 2.5377, -1.4312], [2.3295, 1.8119, -0.7491], [-0.0679, 0.5446, 0.2840], [-0.4152, 2.2298, 0.3752], [1.6782, 2.5886, 1.7327], [0.6818, 1.5576, 2.6619], [3.1814, 0.5390, 1.3450], [2.4540, 0.4948, 2.9920], [1.5375, -1.2158, 0.5512], [2.4501, -1.6891, 2.0307], [-0.0199, -0.3304, 2.5201], [-0.1289, -2.2353, 0.5140], [-0.5242, -3.0705, 2.0351], [-1.4713, -1.6428, 1.5133], [-0.6813, 0.4413, -3.7305], [-0.3050, 0.7074, -2.2950], [-1.1080, 0.7003, -2.9103], [-2.7442, -0.2108, -2.1826], [-3.3422, -0.6414, -0.6869], [-3.4687, -0.3757, -1.5763], [-2.9513, 1.3537, 0.4991], [-1.8029, 0.4289, 0.5771], [-2.5337, 0.7395, 1.1190], [1.1893, -1.8185, -3.0696], [0.1720, -1.3468, -2.1144], [0.6961, -2.1379, -2.3059]], "forces_ev_per_angstrom": [[0.531, 0.558, -0.488], [1.149, 0.525, 0.524], [0.254, -0.197, -1.476], [-0.759, 0.016, 0.177], [-0.399, 0.518, -0.378], [-0.278, 0.446, 1.291], [0.177, -0.586, -0.895], [0.045, 0.592, 1.051], [-0.640, -0.199, 0.139], [0.100, -0.464, 0.694], [0.099, -0.214, 0.766], [0.205, 0.187, 0.584], [0.664, -0.314, 0.106], [-0.437, 0.140, -0.587], [0.087, 0.072, 0.160], [0.650, -0.485, -0.090], [0.509, 0.302, -0.078], [-0.171, -0.099, -0.477], [-0.173, 0.020, -0.110], [0.032, -0.042, -0.100], [-0.171, -0.005, -0.256], [-0.019, -0.339, 0.049], [-0.342, -0.025, -0.443], [-1.424, -0.008, -0.578], [0.714, 0.004, 0.337], [0.850, -0.106, 0.696], [1.083, -0.349, 0.835], [-1.927, 0.523, -1.489], [-0.308, -0.039, 0.216], [0.049, -0.217, 0.175], [-0.083, 0.191, -0.318], [0.256, -0.346, -0.012], [-0.108, -0.457, 0.206], [-0.214, 0.395, -0.230]], "charge": 0, "multiplicity": 2, "s2": 0.7541, "homo_energy_ev": [-8.9, -8.9], "orbital_gap_ev": [9.2849, 5.7700], "lumo_ev": [0.4, -3.1], "e_above_lowest_ev": 0.000}



{"formula": "C6H22O6", "method": "ωB97M-V/def2-TZVPD", "elements": ["C", "C", "O", "O", "H", "H", "H", "H", "H", "H", "C", "O", "H", "H", "H", "H", "C", "O", "H", "H", "H", "H", "C", "O", "H", "H", "H", "H", "C", "O", "H", "H", "H", "H"], "positions_angstrom": [[-3.2505, 0.1152, -3.8952], [-3.8057, -0.6839, -5.1168], [-4.9999, -0.1178, -5.6493], [-2.2326, -0.6130, -3.1671], [-4.1188, 0.4001, -3.3010], [-2.8883, 1.0904, -4.2204], [-4.1123, -1.6941, -4.8455], [-2.9807, -0.8406, -5.8117], [-4.7606, 0.3532, -6.4509], [-1.6099, -0.0234, -2.7356], [1.4664, -1.2938, 4.6839], [2.2287, -1.1551, 3.4899], [0.5611, -1.6690, 4.2067], [2.0587, -1.9932, 5.2740], [1.2679, -0.3383, 5.1695], [2.6121, -1.9894, 3.2099], [0.6637, -0.4188, 0.3481], [0.4130, 0.2665, 1.5359], [-0.1958, -0.2143, -0.2903], [1.5797, -0.0002, -0.0689], [0.5636, -1.5034, 0.3901], [0.6399, -0.2370, 2.3211], [-1.6764, 2.1980, -0.5245], [-0.4328, 2.7054, -0.0805], [-1.9600, 1.3807, 0.1386], [-2.4131, 3.0001, -0.4791], [-1.6230, 1.8740, -1.5639], [-0.1962, 2.0900, 0.6173], [5.1891, -0.1638, 2.7789], [4.0037, 0.6632, 2.5695], [6.1021, 0.2526, 2.3532], [5.5054, -0.2941, 3.8138], [5.0622, -1.1873, 2.4261], [3.3392, 0.0409, 2.8741]], "forces_ev_per_angstrom": [[-0.407, 0.171, -0.332], [0.297, -0.667, 0.874], [0.941, 0.342, 0.000], [-0.940, -0.043, -0.536], [-0.064, -0.483, 0.577], [0.443, -0.025, -0.362], [0.269, -0.005, 0.590], [-0.176, 0.347, -0.483], [-0.178, 0.176, -0.064], [-0.136, 0.183, -0.281], [-0.181, -0.941, -0.906], [1.537, 1.541, -1.407], [-0.645, -0.489, 1.533], [-0.905, 0.058, 0.694], [0.404, -0.076, -0.151], [-0.254, -0.254, 0.245], [-0.670, -0.056, -0.791], [-0.688, 0.736, 1.034], [0.172, 0.412, -0.501], [0.070, -0.674, -0.413], [0.823, -0.115, 0.439], [0.275, -0.098, -0.107], [0.093, -0.037, 0.833], [-0.615, -0.036, -0.707], [-0.285, -0.051, -0.301], [-0.125, 0.224, -0.113], [0.152, 0.046, -0.287], [0.884, -0.327, 0.882], [0.290, 0.784, -0.550], [2.977, -0.877, 0.165], [-0.521, 0.417, -0.521], [-0.710, 0.286, 0.742], [-0.413, -0.031, -0.284], [-1.712, -0.438, 0.488]], "charge": 1, "multiplicity": 2, "s2": 0.7559, "homo_energy_ev": [-12.5, -12.3], "orbital_gap_ev": [9.8447, 2.1475], "lumo_ev": [-2.6, -10.1], "e_above_lowest_ev": 4.403}



{"formula": "C6H23N2O3", "method": "ωB97M-V/def2-TZVPD", "elements": ["N", "C", "C", "C", "C", "N", "C", "C", "H", "H", "H", "H", "H", "H", "H", "H", "H", "H", "H", "H", "H", "H", "H", "H", "H", "H", "H", "O", "H", "H", "O", "H", "H", "O"], "positions_angstrom": [[0.3600, -0.4323, -1.2864], [0.0038, 0.5114, -0.1401], [-0.9394, 1.6470, -0.5155], [-0.4464, 3.0794, -0.0980], [-0.5860, -0.2999, 1.1289], [-0.2197, 0.6341, 2.1380], [0.4752, -0.2085, 3.1709], [-1.4156, 1.1690, 2.7887], [0.6344, 0.1368, -2.0802], [0.9217, -1.1664, -0.8943], [-0.4230, -1.0128, -1.6591], [0.9891, 0.9620, 0.1190], [-1.7967, 1.3403, 0.1845], [-1.0942, 1.6678, -1.5738], [0.1190, 2.9573, 0.8799], [0.1787, 3.3563, -0.9261], [-1.2274, 3.8161, -0.0769], [-0.1018, -1.3842, 1.1982], [-1.6217, -0.5299, 0.8721], [0.2631, -1.2833, 3.1096], [0.3822, 0.0925, 4.1769], [1.5378, -0.1755, 2.9640], [-2.0214, 1.8601, 2.3377], [-1.2257, 1.7812, 3.6831], [-2.0104, 0.2913, 3.2156], [-2.7689, -2.4890, -2.5516], [-2.1853, -1.9960, -3.8925], [-2.1251, -1.9727, -2.9569], [2.1219, -2.8281, -2.5698], [1.1367, -3.4805, -1.7691], [1.5916, -2.6063, -1.8401], [4.5081, -1.3183, -2.0785], [3.1756, -0.8818, -2.2699], [3.8098, -1.2369, -2.7882]], "forces_ev_per_angstrom": [[-3.047, 0.628, 1.240], [1.124, -0.267, -0.419], [-1.084, 0.141, 2.720], [0.758, -2.231, 0.382], [2.575, -1.588, -4.718], [-3.304, -4.419, 4.160], [2.269, 0.047, -0.566], [0.265, 0.226, 3.308], [1.051, -0.384, -0.202], [1.762, -0.366, -0.839], [-0.305, 0.546, 0.011], [-0.445, -0.556, 0.052], [0.109, 1.096, -2.174], [-0.933, -0.307, -0.523], [-0.557, 0.796, -1.138], [0.916, 0.543, 0.107], [-0.498, 0.077, 0.415], [-0.483, 2.611, 0.127], [-0.268, 0.805, 0.774], [-0.563, 0.500, -0.276], [-0.510, 1.015, 0.915], [0.546, 0.136, -0.171], [-1.527, 1.036, -2.537], [0.953, -0.536, 0.022], [0.698, 0.781, -0.905], [-1.927, -1.501, 0.555], [-0.425, -0.296, -1.254], [2.600, 1.938, 0.947], [1.980, 0.270, -1.823], [0.082, 0.895, 0.463], [-2.003, -1.671, 1.408], [-0.402, -0.190, -1.566], [-3.645, 1.987, 2.202], [4.238, -1.762, -0.699]], "charge": 2, "multiplicity": 2, "s2": 0.7541, "homo_energy_ev": [-17.2, -17.2], "orbital_gap_ev": [10.9704, 5.3880], "lumo_ev": [-6.2, -11.8], "e_above_lowest_ev": 3.813}



{"formula": "C6H23NO4", "method": "ωB97M-V/def2-TZVPD", "elements": ["C", "C", "C", "N", "C", "C", "C", "H", "H", "H", "H", "H", "H", "H", "H", "H", "H", "H", "H", "H", "H", "H", "H", "H", "O", "H", "H", "O", "H", "H", "O", "H", "H", "O"], "positions_angstrom": [[1.4792, -0.9659, -1.7701], [0.4930, -0.5819, -2.8236], [1.9920, 0.3305, -0.9584], [1.1695, 0.5313, 0.3267], [0.9772, -0.6576, 1.2064], [-0.0048, -0.1397, 2.3754], [-1.4233, -0.2990, 1.7724], [1.1178, -1.6093, -0.9045], [2.4335, -1.2385, -2.2329], [-0.4266, 0.0166, -2.5954], [0.9813, -0.0653, -3.5822], [-0.0034, -1.6261, -3.1826], [1.6611, 1.1704, -1.5861], [3.0208, 0.1283, -0.7603], [0.2855, 0.8770, 0.0385], [1.9485, -0.9886, 1.7112], [0.5784, -1.6215, 0.7959], [0.3030, -0.9009, 3.1118], [0.2532, 0.8732, 2.7099], [-1.3838, -0.3556, 0.6435], [-2.0458, 0.5750, 1.9084], [-1.9250, -1.1916, 2.2709], [-2.4621, -2.7346, -1.2228], [-1.3402, -3.2296, -0.1735], [-2.2119, -3.2986, -0.4043], [-2.7350, -0.1295, -0.7779], [-1.5410, 0.6881, -0.7228], [-1.9770, -0.0062, -1.2340], [1.3876, 2.5368, 1.3392], [0.3001, 2.3936, 2.3890], [1.1163, 2.8995, 2.2683], [-0.6626, 2.6950, -0.7472], [-0.2684, 3.1764, 0.6458], [-1.0870, 2.7482, 0.1653]], "forces_ev_per_angstrom": [[1.005, 2.056, 2.595], [-3.363, -3.270, 0.157], [-3.644, -1.464, 0.333], [2.363, -1.584, -0.882], [0.752, 1.440, 1.901], [1.069, -2.030, -2.008], [-0.231, -0.628, 0.386], [0.550, 0.089, -1.970], [-0.516, -1.068, -0.017], [1.190, -0.517, 0.465], [0.884, 0.514, -1.753], [1.188, 2.474, 0.102], [1.206, 0.184, 0.185], [0.743, 0.835, 0.377], [-0.918, 0.116, -0.089], [-0.855, 0.854, -0.961], [-0.113, 1.007, 0.021], [-1.053, 0.660, 0.514], [0.068, -0.999, -0.045], [0.166, -0.856, 1.862], [-0.251, 0.247, 0.573], [0.395, 1.078, -1.127], [1.366, -1.378, 2.271], [3.458, 0.730, 0.359], [-4.797, 0.686, -2.650], [-4.106, -0.748, 2.196], [-0.109, 0.132, -0.271], [3.440, 0.929, -2.323], [-0.125, 0.388, 2.468], [0.184, 0.380, 0.274], [0.194, -0.463, -2.725], [-1.163, 0.209, 1.305], [-2.418, -0.935, -0.718], [3.439, 0.935, -0.805]], "charge": 0, "multiplicity": 1, "homo_energy_ev": -9.2, "orbital_gap_ev": 9.5108, "lumo_ev": 0.3, "e_above_lowest_ev": 3.909, "smiles": "CCCNCCC.O.O.O.O"}



{"formula": "C6H23NO5", "method": "ωB97M-V/def2-TZVPD", "elements": ["C", "N", "C", "C", "C", "C", "C", "H", "H", "H", "H", "H", "H", "H", "H", "H", "H", "H", "H", "H", "H", "H", "O", "H", "H", "O", "H", "H", "O", "H", "H", "O", "H", "H", "O"], "positions_angstrom": [[-1.3384, 0.4940, 1.6165], [-0.5064, 0.5007, 0.3895], [-0.6645, -0.5620, -0.6457], [-2.1288, -0.9133, -1.0375], [0.9740, 0.5796, 0.7949], [1.0205, 0.9505, 2.3250], [-0.3736, 0.2723, 2.7992], [-1.9744, 1.2508, 1.7672], [-2.1650, -0.4393, 1.6364], [-0.1880, -1.6668, -0.4082], [-0.2753, -0.1134, -1.5095], [-2.7045, -0.2782, -1.6429], [-2.5642, -1.1356, -0.0085], [-2.2015, -1.8453, -1.4960], [1.5228, 1.1818, 0.0364], [1.4879, -0.5524, 0.5814], [1.0599, 2.0013, 2.7219], [1.7624, 0.2096, 2.8081], [-0.7840, 0.8706, 3.7153], [-0.2566, -0.8967, 2.9947], [-1.6738, 3.2060, -0.8737], [-1.0474, 1.6925, -0.5446], [-1.6504, 2.2728, -1.2406], [2.2678, -3.1278, -1.2332], [1.9449, -2.3371, -2.5726], [1.5691, -2.6797, -1.7485], [3.0021, 0.5703, -1.1060], [2.6326, 1.2358, -2.5404], [2.8459, 0.3625, -2.1086], [0.8554, 1.9851, -3.2359], [-0.3509, 2.5963, -2.3738], [0.4914, 2.7770, -2.8054], [-0.0106, -3.3435, 2.0974], [-0.6500, -2.2843, 1.5467], [0.0715, -2.8342, 1.3012]], "forces_ev_per_angstrom": [[0.857, -6.513, 0.063], [0.838, -0.163, 0.466], [-1.155, -2.722, 0.376], [0.685, -0.206, 3.888], [0.427, -2.166, -0.703], [-0.808, -3.047, 0.595], [0.021, 0.450, 0.916], [-1.866, 3.538, -0.014], [2.235, 2.120, -0.247], [-0.614, 3.386, -0.513], [1.440, 0.126, -1.223], [-0.570, 1.548, -0.274], [-0.458, 0.521, -1.522], [0.510, -1.758, -0.944], [-0.618, 0.223, 0.894], [-1.525, 2.828, 0.977], [0.296, -1.029, -0.950], [-0.519, 1.969, -0.623], [0.792, -1.609, -1.312], [-0.033, 2.786, -0.065], [0.016, -1.726, -0.559], [-1.335, 1.091, -1.050], [1.052, 0.808, 1.823], [-0.407, 0.468, -0.709], [0.215, -0.130, 0.507], [0.231, -0.354, 0.222], [-0.489, -0.421, -3.045], [0.462, -1.194, 1.047], [0.180, 1.603, 1.903], [-0.876, 0.380, 0.341], [-0.558, -0.692, 0.208], [1.561, 0.207, -0.746], [0.846, -1.414, 0.654], [-1.207, 1.609, -0.650], [0.376, -0.517, 0.266]], "charge": 0, "multiplicity": 1, "homo_energy_ev": -9.0, "orbital_gap_ev": 9.3717, "lumo_ev": 0.4, "e_above_lowest_ev": 3.717, "smiles": "CCN1CCCC1.O.O.O.O.O"}